274
Properties=species:S:1:pos:R:3:forces:R:3 method="wB97M-V/def2-TZVPD" e_homo_ha=-0.3522 total_charge=+1 homo_lumo_gap_ha=0.21888 lumo_ev=-3.6
Sn -1.7595 2.5816 2.0141 0.09 0.83 0.17
N -0.4160 1.0241 -0.0052 0.76 -3.58 4.64
S 0.2228 1.2185 -1.3361 1.78 4.77 -10.58
O -0.5306 0.6177 -2.4621 1.71 0.81 2.57
O 1.6891 1.3501 -1.4773 -2.78 -1.26 1.05
F -0.1792 2.8027 -1.5172 -0.12 -0.80 0.48
S 0.4355 -0.4821 0.2455 -1.32 -5.79 1.99
O 1.7565 -0.5028 0.8175 -1.15 1.47 -0.68
O 0.1018 -1.6212 -0.6540 0.72 3.80 1.23
F -0.4649 -0.9323 1.5163 -0.01 1.05 -0.14
C 3.1386 -3.7839 7.0721 -0.65 1.49 -0.52
O 3.1278 -3.3694 5.6898 2.31 -0.80 1.30
C 2.0821 -3.9291 4.9888 -1.28 0.22 -0.39
C 2.3133 -3.9382 3.4849 0.82 0.09 1.59
N 1.0853 -4.1175 2.7558 1.04 0.93 -0.70
C 1.3677 -3.9040 1.3279 -0.09 -0.35 0.10
C 2.2548 -4.9547 0.5872 0.39 0.97 0.17
O 3.6809 -4.8382 0.9364 -1.90 -0.02 -0.02
C 4.4247 -5.7433 0.1717 0.86 -0.43 -0.11
H 3.2271 -4.8501 7.2803 0.26 -0.09 -0.48
H 2.1916 -3.4385 7.4869 -0.34 -0.19 0.31
H 3.8899 -3.1913 7.5941 0.29 -0.32 -0.22
H 1.2514 -3.2749 5.2537 -0.97 -0.31 -0.32
H 1.8715 -4.9526 5.2990 -0.13 -0.19 0.32
H 3.0915 -4.6825 3.3162 -0.01 -0.33 -0.37
H 2.8177 -3.0021 3.2454 -0.31 0.27 -0.35
H 0.6899 -5.0366 2.8938 0.19 -0.16 0.08
H 1.7838 -2.9009 1.2345 0.35 -0.14 -0.09
H 0.3730 -3.8005 0.8945 0.10 -0.45 -0.78
H 2.1843 -4.8147 -0.4914 -0.08 0.32 -0.18
H 1.8688 -5.9644 0.7269 0.17 -0.29 0.55
H 5.4863 -5.5643 0.3423 -0.02 0.33 -0.06
H 4.2295 -5.6857 -0.8992 -0.10 0.18 -0.13
H 4.2961 -6.7844 0.4679 -0.49 -0.24 0.16
C 2.0819 -9.2573 0.7172 0.76 0.40 -0.58
O 2.0107 -9.1074 -0.6771 -0.29 0.07 -1.29
C 3.0648 -9.6437 -1.4941 -0.72 -0.04 -0.22
C 2.9502 -9.1171 -2.9540 -0.18 0.53 2.11
N 2.9700 -7.6710 -2.7913 0.29 0.63 -2.04
C 2.6991 -7.0142 -4.0986 0.03 1.33 0.45
C 2.6789 -5.4502 -4.0077 0.07 -0.63 -0.14
O 1.6396 -4.9651 -3.1791 0.01 -0.80 0.61
C 1.7729 -3.6027 -2.8574 0.26 -0.18 0.10
H 1.0564 -9.0759 1.0390 0.21 -0.41 0.50
H 2.7526 -8.5092 1.1399 -0.04 0.48 0.17
H 2.5605 -10.1888 1.0194 -0.64 -0.54 0.05
H 2.9383 -10.7261 -1.5156 0.47 -0.23 0.27
H 4.0045 -9.2904 -1.0693 0.32 -0.35 -0.12
H 2.0392 -9.4562 -3.4473 -0.29 -0.28 0.04
H 3.7942 -9.4852 -3.5373 0.17 0.14 0.06
H 2.2498 -7.4153 -2.1309 -0.16 0.06 0.03
H 1.7987 -7.3866 -4.5872 -0.62 0.05 0.25
H 3.4587 -7.2632 -4.8396 0.51 0.02 0.30
H 2.5560 -4.9700 -4.9784 -0.04 -0.37 -0.53
H 3.6513 -5.0867 -3.6754 0.16 -0.15 0.42
H 1.0672 -3.3860 -2.0554 -0.22 0.20 -0.36
H 1.6307 -3.0017 -3.7556 -0.25 0.30 0.04
H 2.7592 -3.3550 -2.4650 0.35 -0.16 0.02
C -5.9996 -2.4842 0.5644 0.62 -0.28 -0.08
O -4.5806 -2.7764 0.5082 -2.45 1.24 -1.21
C -4.1793 -3.5836 1.5478 1.04 -0.60 0.56
C -2.6761 -3.5295 1.4297 1.50 0.19 0.69
N -1.9329 -4.4892 2.2212 -1.03 0.52 0.80
C -1.9213 -5.7999 1.6405 0.14 0.17 0.75
C -1.3982 -6.8602 2.6070 0.50 -0.83 -0.74
O -0.0775 -6.5620 3.0119 0.39 0.13 0.95
C 0.5464 -7.4538 3.9368 0.19 -0.22 -0.58
H -6.1596 -1.8135 1.4086 -0.39 -0.25 0.20
H -6.5917 -3.3984 0.6079 0.09 -0.22 0.61
H -6.4171 -2.0110 -0.3243 0.86 0.31 -0.31
H -4.5822 -4.5938 1.4755 -0.04 -0.28 -0.24
H -4.4699 -3.2431 2.5416 -0.28 0.43 0.21
H -2.2917 -2.5643 1.7596 -0.42 0.36 0.15
H -2.3910 -3.5086 0.3779 -0.11 -0.46 -0.48
H -1.0343 -4.1253 2.5044 0.15 -0.10 -0.06
H -1.3685 -5.7210 0.7043 0.17 -0.81 -0.36
H -2.9720 -6.0212 1.4534 0.10 -0.45 -0.37
H -1.2853 -7.8106 2.0853 -0.56 -0.29 -0.31
H -2.0632 -7.0408 3.4516 -0.09 0.40 0.20
H 1.6062 -7.2085 4.0066 -0.05 0.40 -0.16
H 0.5367 -8.4751 3.5560 -0.31 -0.20 -0.05
H 0.1554 -7.4463 4.9542 -0.48 0.23 -0.07
C 0.1034 6.4075 7.0666 -0.03 0.26 -0.94
O 1.0321 5.3278 7.1228 -0.80 0.94 -0.82
C 1.0437 4.6880 8.3519 2.34 -1.49 1.01
C 2.2928 3.7011 8.4105 -1.56 1.06 -1.87
N 2.0815 2.5733 7.4899 0.50 -1.19 1.17
C 3.3301 1.8196 7.3012 -1.45 -0.78 -1.24
C 3.1712 0.5599 6.3812 0.20 0.00 2.65
O 2.8829 0.8093 5.0685 0.07 1.08 -1.73
C 2.7684 -0.3507 4.2469 0.53 0.12 0.01
H -0.9414 6.1442 7.2312 0.04 -0.47 0.77
H 0.0400 6.7958 6.0501 0.59 -0.23 -0.30
H 0.3790 7.2780 7.6620 0.14 -0.26 0.50
H 0.1513 4.0825 8.5103 -0.28 0.15 0.22
H 1.2376 5.3959 9.1578 -0.50 0.21 0.20
H 2.5045 3.4352 9.4462 -0.38 -0.61 -0.06
H 3.1822 4.2362 8.0778 0.17 0.57 0.02
H 1.6561 2.7393 6.5890 0.05 0.80 0.20
H 3.6270 1.4041 8.2642 0.28 0.24 0.03
H 4.0810 2.4819 6.8705 0.55 -0.06 0.13
H 2.4235 -0.1095 6.8067 -0.57 0.05 0.26
H 4.0838 -0.0001 6.5853 0.58 -0.12 -0.78
H 2.8583 -0.1139 3.1868 -0.42 0.64 0.04
H 1.8038 -0.8189 4.4430 0.14 -0.50 0.01
H 3.6279 -1.0059 4.3887 -0.27 -0.38 0.55
C 2.4530 4.6038 -3.0420 0.45 0.01 -0.38
O 2.3037 5.5900 -4.0586 0.66 -0.47 1.19
C 1.4595 6.6481 -3.6583 -0.02 -0.39 -1.03
C 1.6804 7.7062 -4.7222 1.02 0.16 -0.06
N 1.0645 8.9323 -4.4322 -1.55 2.17 1.01
C -0.2925 9.0536 -4.9098 -0.19 1.38 0.00
C -0.8524 10.5094 -4.6997 1.00 -1.03 0.08
O 0.1164 11.4418 -5.2392 -0.84 -0.78 -0.71
C -0.4367 12.7554 -5.3123 0.58 -0.24 0.82
H 1.5282 4.0521 -2.8733 -0.07 -0.11 -0.03
H 2.8180 5.0033 -2.0959 -0.26 0.58 0.24
H 3.2643 3.9274 -3.3110 -0.32 -0.16 -0.50
H 1.6968 7.1199 -2.7048 0.31 -0.25 0.32
H 0.4593 6.2185 -3.6034 -0.55 0.34 0.02
H 1.4351 7.3831 -5.7338 0.09 -0.57 -0.15
H 2.7434 7.9381 -4.6552 0.24 -0.49 -0.35
H 1.5263 9.7818 -4.7242 0.62 -0.37 -0.08
H -0.8756 8.3081 -4.3691 -0.54 0.13 -0.30
H -0.3052 8.8985 -5.9887 -0.35 -0.46 -0.32
H -1.0328 10.6532 -3.6344 0.43 0.40 0.35
H -1.8444 10.6204 -5.1378 0.08 0.00 -0.58
H 0.2329 13.5129 -5.7198 0.70 -0.54 0.11
H -0.5585 12.9440 -4.2457 -0.96 1.05 -0.15
H -1.3007 12.8498 -5.9701 -0.52 -0.43 0.45
C 4.2123 -1.5735 -0.7469 0.56 -0.47 -0.03
O 5.0276 -2.3404 -1.6473 -0.13 0.29 -0.49
C 6.2239 -2.7167 -0.9727 -0.29 0.24 0.64
C 7.2834 -3.4014 -1.7999 -1.05 0.82 -0.94
N 6.6612 -4.5113 -2.5007 0.08 0.17 1.21
C 7.4311 -4.9897 -3.5985 -0.85 -1.21 -0.35
C 6.6056 -6.0138 -4.3997 0.00 0.58 -3.06
O 5.5738 -5.4215 -5.3098 -0.95 -0.72 1.77
C 5.9576 -4.7674 -6.4830 1.45 0.49 0.53
H 3.9939 -2.2060 0.1136 -0.41 -0.02 0.12
H 3.3075 -1.1883 -1.2171 0.14 -0.42 -0.26
H 4.7613 -0.7116 -0.3678 0.21 0.22 -0.06
H 5.9262 -3.4184 -0.1935 0.10 0.19 0.53
H 6.6282 -1.7807 -0.5874 0.35 -0.13 0.56
H 8.1407 -3.6191 -1.1630 -0.14 -0.58 0.12
H 7.6519 -2.6705 -2.5198 0.26 0.31 -0.37
H 5.7631 -4.1676 -2.8095 -0.21 -0.09 -0.22
H 8.3160 -5.4921 -3.2078 0.15 -0.11 -0.08
H 7.7683 -4.1713 -4.2345 0.15 0.07 -0.45
H 6.1108 -6.8423 -3.8929 -0.25 0.70 0.69
H 7.2160 -6.5425 -5.1319 0.80 0.00 0.16
H 6.6141 -3.9520 -6.1792 0.34 0.29 -0.43
H 5.1469 -4.2959 -7.0385 -0.48 -0.40 0.48
H 6.4998 -5.4158 -7.1711 0.12 -0.23 -0.09
C -3.9045 -1.0448 -6.5745 -0.78 0.60 0.13
O -3.6087 0.0799 -5.7375 1.11 -0.53 -0.77
C -4.6437 0.5296 -4.9402 0.24 1.42 1.22
C -4.1337 1.7093 -4.0291 -1.92 0.86 -0.37
N -4.0298 3.0724 -4.6492 1.74 -0.82 0.68
C -2.9399 3.1304 -5.6065 0.92 0.44 -0.31
C -1.4953 3.2697 -5.0289 -0.53 0.83 0.23
O -0.4815 2.8283 -5.8947 -0.41 -0.31 0.28
C -0.3664 1.4339 -5.7989 0.46 -0.68 -0.63
H -3.8263 -1.9963 -6.0484 0.30 0.00 -0.14
H -3.2690 -1.0071 -7.4593 0.11 -0.04 0.24
H -4.9473 -0.9519 -6.8776 -0.02 -0.08 -0.33
H -5.0412 -0.2950 -4.3484 -0.14 0.07 0.34
H -5.4590 0.9860 -5.5016 -0.29 -0.19 -0.52
H -3.2453 1.4688 -3.4452 0.28 0.04 -0.48
H -4.8994 1.9206 -3.2826 -0.28 -0.69 0.30
H -4.8074 3.4688 -5.1575 -0.71 -0.80 0.55
H -3.1376 4.0383 -6.1765 0.21 -0.21 -0.53
H -2.9827 2.2307 -6.2204 0.30 0.25 -0.48
H -1.4375 2.7933 -4.0502 0.09 -0.41 0.15
H -1.2169 4.3093 -4.8563 -0.48 0.29 0.07
H -1.3027 0.9221 -6.0213 -0.16 0.04 -0.12
H -0.0475 1.0863 -4.8162 0.10 0.24 0.24
H 0.3826 1.1292 -6.5298 -0.01 -0.07 -0.02
C -0.8965 -1.7424 -4.9940 0.30 -0.28 0.86
O -1.5270 -3.0108 -5.0625 -0.93 -0.12 -0.85
C -1.7668 -3.7161 -3.8363 0.26 1.20 0.54
C -2.5546 -2.8963 -2.7573 -0.54 0.80 -2.42
N -3.8418 -2.3593 -3.3992 0.02 -1.27 2.80
C -4.9325 -3.4000 -3.2953 0.63 1.94 -1.12
C -6.3116 -2.8900 -3.7145 0.33 0.33 -1.31
O -6.3409 -2.6134 -5.1418 0.28 0.14 1.14
C -7.3085 -1.7171 -5.6602 0.08 -0.84 -1.21
H -0.6016 -1.2867 -5.9393 -0.31 -0.92 -0.60
H 0.0371 -1.9031 -4.4548 -0.02 0.65 0.46
H -1.5536 -0.9819 -4.5720 0.14 -0.02 0.60
H -0.7935 -4.0263 -3.4561 0.00 -0.25 0.28
H -2.3642 -4.5904 -4.0949 0.17 0.00 -0.20
H -1.9951 -2.0217 -2.4255 0.26 -0.05 -0.04
H -2.7244 -3.5124 -1.8743 -0.44 -0.03 -0.16
H -3.6400 -1.9023 -4.2770 -0.18 -0.67 -0.10
H -5.0444 -3.6015 -2.2299 0.30 -0.42 0.01
H -4.6405 -4.2653 -3.8905 -0.35 -0.44 0.22
H -6.5402 -1.9636 -3.1876 -0.05 0.11 0.24
H -7.0516 -3.6536 -3.4752 -0.21 -0.04 0.05
H -6.9546 -1.5428 -6.6763 0.13 0.40 0.01
H -7.4735 -0.7486 -5.1881 0.33 -0.13 0.57
H -8.2627 -2.2002 -5.8703 -0.34 -0.18 0.65
C -1.5937 2.9154 5.9267 -0.19 -0.14 0.24
O -1.8464 3.8815 4.8853 1.36 -0.30 -0.59
C -2.7571 4.9278 5.1430 -1.58 -0.40 1.50
C -3.0241 5.9088 4.0246 1.31 -0.45 -1.47
N -3.3045 5.1687 2.7909 0.46 -1.19 -0.41
C -3.6121 6.0364 1.6525 -0.24 0.46 1.07
C -3.9811 5.3499 0.3817 0.17 0.31 0.38
O -2.8795 4.6009 -0.0983 -0.14 0.41 1.06
C -3.0013 4.2362 -1.4441 -1.10 -1.70 -1.06
H -0.8355 2.1855 5.6431 0.27 0.58 -0.65
H -2.4347 2.2533 6.1326 -0.60 0.40 -0.06
H -1.2446 3.3187 6.8773 -0.13 0.61 -0.13
H -2.5693 5.5229 6.0367 0.73 -0.13 0.18
H -3.6683 4.3984 5.4215 -0.75 0.15 -0.14
H -2.1487 6.5291 3.8324 0.22 -0.02 0.11
H -3.8514 6.6069 4.1524 -0.13 -0.04 0.98
H -4.1943 4.7442 3.0106 -0.21 -0.67 -0.17
H -2.8236 6.7685 1.4776 0.18 -0.15 0.14
H -4.5037 6.5588 1.9993 -0.21 0.77 -0.48
H -4.3039 6.1900 -0.2332 0.35 -0.15 -0.85
H -4.8991 4.7833 0.5379 0.01 -0.74 -0.15
H -2.3533 3.3943 -1.6876 0.65 0.60 0.16
H -2.9367 5.0436 -2.1735 0.25 0.19 0.26
H -3.9542 3.7217 -1.5685 -0.51 0.35 -0.22
C -3.6825 0.0797 -0.8128 1.02 -0.14 -0.84
O -4.1459 1.3492 -0.3708 -1.13 0.21 0.99
C -5.3919 1.3549 0.3520 1.04 -0.24 1.16
C -5.2623 0.7346 1.7895 -0.18 0.56 -2.26
N -4.6911 1.6570 2.7428 1.02 -0.25 0.21
C -4.6116 0.9690 4.0491 0.97 0.26 -1.19
C -3.4852 -0.1156 4.0340 -0.36 1.01 1.93
O -2.2419 0.6128 4.0143 0.80 0.39 -0.85
C -1.0172 -0.0804 4.4187 -1.48 -1.35 0.24
H -4.3627 -0.5411 -1.3959 -0.58 0.28 0.08
H -3.2263 -0.5653 -0.0618 -0.22 0.15 0.54
H -2.8712 0.3299 -1.4964 0.05 -0.09 -0.06
H -6.2083 0.8866 -0.1978 0.15 -0.21 -0.19
H -5.6622 2.3917 0.5522 0.05 0.28 -0.54
H -4.5804 -0.1078 1.6738 -0.36 -0.27 0.28
H -6.2681 0.4522 2.1003 -0.07 -0.48 0.12
H -5.2751 2.4700 2.8774 -0.23 0.11 -0.26
H -5.5986 0.5737 4.2888 0.08 -0.43 0.26
H -4.3749 1.7926 4.7229 0.25 -0.54 0.62
H -3.5648 -0.9492 3.3362 0.14 0.44 -0.63
H -3.5867 -0.6035 5.0035 0.23 -0.11 0.32
H -0.1054 0.4200 4.0924 -0.39 0.17 -0.23
H -1.0921 -1.1070 4.0603 0.46 0.05 -0.63
H -0.9993 -0.2564 5.4942 -0.06 0.67 0.32
C 4.7596 5.9103 4.1647 0.33 0.75 0.68
O 3.6134 5.2579 3.6424 0.51 0.05 -0.28
C 2.9396 4.4644 4.6164 -0.30 -0.50 -0.57
C 1.4826 4.1670 4.1595 0.54 1.41 -0.64
N 1.3085 3.0939 3.1628 0.68 -0.08 0.01
C 2.1326 3.2591 1.9144 -1.71 -0.27 -0.52
C 1.7141 4.4965 1.1031 0.29 -0.31 0.67
O 0.2805 4.5389 0.8161 0.91 0.72 0.08
C 0.0673 5.6329 -0.1226 -0.45 -0.44 0.04
H 5.5174 5.3014 4.6577 -0.36 -0.79 0.11
H 4.4588 6.6648 4.8916 -0.23 0.02 0.32
H 5.3725 6.4799 3.4661 -0.70 -0.27 -0.88
H 3.0016 4.9742 5.5778 -0.41 -0.06 0.14
H 3.4164 3.4873 4.6939 0.47 -0.17 0.22
H 1.1578 5.0748 3.6510 -0.34 0.26 0.31
H 0.8360 3.9974 5.0205 0.07 -0.06 -0.11
H 1.7339 2.3120 3.6401 -0.15 -0.83 -0.04
H 1.9045 2.3979 1.2863 -0.23 -0.21 -0.01
H 3.2083 3.1525 2.0548 0.07 0.75 0.30
H 2.3086 4.4955 0.1895 -0.27 -0.14 -0.33
H 2.0139 5.4004 1.6333 -0.24 0.17 0.11
H 0.4348 5.3197 -1.0998 -0.05 0.09 -0.04
H 0.5357 6.5776 0.1536 0.52 -0.22 0.41
H -0.9944 5.8741 -0.1760 0.06 -0.51 0.00